# 1
Computed, not measured: a 3-piece molecular cluster, C5H18N3O2 overall at a distorted geometry, with ωB97M-V with the def2-TZVPD basis set.

Geometry as XYZ:
```
28
Properties=species:S:1:pos:R:3:forces:R:3:nbo_charge:R:1
C -1.9529 -1.9176 -2.0541 -0.703 -0.443 -0.855 -0.640
C -0.9830 -0.9576 -1.4302 0.407 0.428 1.561 -0.049
C -1.2427 -0.7275 0.0883 -0.054 -0.901 -0.131 -0.435
C -0.7666 0.5624 0.6464 0.578 0.405 -1.327 0.002
C -1.4877 1.6888 0.7148 0.262 -0.569 0.615 0.052
N -1.0301 2.9466 1.0173 -0.368 -0.274 -0.246 -0.799
N 0.7209 0.6208 0.5625 -0.087 0.434 0.755 -0.713
N 0.4442 -1.3099 -1.4852 0.250 -0.057 -1.131 -0.868
H -2.9955 -1.7356 -1.7779 0.139 0.310 0.063 0.226
H -1.9172 -1.8403 -3.1457 0.070 -0.017 0.082 0.228
H -1.7986 -2.9740 -1.8302 0.410 0.049 0.288 0.219
H -1.0405 0.0274 -1.8801 -0.286 0.145 -0.436 0.191
H -2.2619 -0.9151 0.3615 -0.753 0.232 -0.021 0.240
H -0.7125 -1.5522 0.5609 0.130 -0.184 0.406 0.198
H -2.5495 1.5315 0.5686 -0.070 0.379 -0.017 0.224
H -1.7485 3.6234 1.2121 0.149 0.096 0.112 0.407
H -0.2269 2.9955 1.6202 0.103 0.277 0.042 0.394
H 1.0499 0.5024 -0.4028 -0.151 -0.424 -0.027 0.463
H 1.1013 -0.1641 1.0810 0.376 -0.471 -0.182 0.447
H 1.1884 1.4358 0.9645 -0.132 0.491 0.001 0.451
H 0.6192 -2.2758 -1.2110 -0.233 0.168 0.152 0.363
H 0.7564 -1.2735 -2.4535 0.049 0.031 0.049 0.374
H 2.1893 -2.5087 0.9645 0.443 -0.393 -0.046 0.486
H 3.5391 -1.8933 0.4109 -0.017 -0.410 0.088 0.499
O 2.6472 -1.7065 0.7107 -0.410 0.804 0.171 -0.978
H 2.9193 1.9265 2.4507 0.078 0.078 0.113 0.489
H 3.0795 3.3154 1.8294 -0.253 -0.147 -0.070 0.506
O 2.4593 2.5751 1.9064 0.071 -0.038 -0.007 -0.975
```
Positions in Å, forces in eV/Å.

Values from the calculation:
- E_tot (eV) = -14036.3900
- E_LUMO (eV) = -2.683
- ΔE to the lowest compared entry with this formula, charge and spin (kJ/mol) = 55.48
- charge = +1
- highest occupied orbital energy (eV) = -12.0


# 2
Computed, not measured: C5H18NSi2 as an isolated structure at a distorted geometry, with ωB97M-V with the def2-TZVPD basis set.

Geometry as XYZ:
```
26
Properties=species:S:1:pos:R:3:forces:R:3:nbo_charge:R:1
C -2.6969 -1.4248 -0.7140 1.194 -0.940 0.307 -1.075
C -0.4213 -2.4963 1.3123 -2.195 0.581 0.005 -1.110
C 2.3448 0.5445 -1.9121 -2.240 1.687 1.119 -1.056
C 1.8917 2.8096 0.2376 -0.419 -0.743 -0.034 -1.078
C -0.3504 0.3556 -0.1952 1.049 -0.389 2.570 -0.725
N -1.2299 0.8219 1.4390 0.153 -0.147 -2.963 -0.807
Si -0.7912 -1.5134 -0.2552 -1.531 -0.900 -0.626 1.303
Si 1.6229 0.8777 -0.1605 -0.109 1.489 -0.249 1.282
H -3.2912 -1.5091 0.1805 -0.259 -0.549 0.600 0.234
H -2.9961 -0.4483 -1.0492 0.087 0.398 -0.869 0.226
H -3.0026 -2.2389 -1.4134 0.186 0.812 0.465 0.274
H 0.6048 -2.2164 1.5874 -0.421 -0.650 0.566 0.259
H -1.2632 -2.1551 2.0021 1.459 -0.151 -0.031 0.219
H -0.7058 -3.5851 1.2276 1.013 1.064 -0.215 0.292
H 1.7850 -0.1855 -2.4124 -0.662 -1.359 -0.757 0.243
H 2.3340 1.4160 -2.5619 -0.558 0.480 0.228 0.258
H 3.3411 0.3175 -1.9331 2.647 -1.125 0.483 0.259
H 0.8533 3.2846 0.1346 1.612 -0.271 0.209 0.235
H 2.3366 2.9836 1.2823 -0.739 -0.137 -1.652 0.259
H 2.5892 3.2068 -0.5791 -1.044 -0.410 1.289 0.267
H -1.0228 0.7701 -0.9115 -0.299 0.911 -0.389 0.225
H -2.2344 1.1100 1.1487 2.432 -0.133 1.067 0.457
H -0.5921 1.4860 1.9123 -1.141 0.001 -0.406 0.445
H -1.2498 -0.0384 1.9761 -0.152 -0.047 0.137 0.424
H -0.0266 -2.2051 -1.3018 0.175 0.413 -0.396 -0.145
H 2.1708 0.0326 0.9588 -0.237 0.113 -0.458 -0.163
```
Positions in Å, forces in eV/Å.

Values from the calculation:
- E_tot (eV) = -22714.5994
- E_LUMO (eV) = -4.046
- ΔE to the lowest compared entry with this formula, charge and spin (kJ/mol) = 137.36
- charge = +1
- highest occupied orbital energy (eV) = -14.1


# 3
Computed, not measured: a 4-piece molecular cluster, C5H18O4 overall at a distorted geometry, with ωB97M-V with the def2-TZVPD basis set.

Geometry as XYZ:
```
27
Properties=species:S:1:pos:R:3:forces:R:3:nbo_charge:R:1
C -2.4389 -0.5186 2.4787 0.210 1.199 1.493 -0.240
O -3.4576 -1.3723 2.0971 -0.647 -0.797 -1.410 -0.713
H -2.1882 0.1778 1.6786 0.459 -0.097 0.071 0.163
H -2.8729 0.0645 3.2909 0.458 0.434 0.292 0.158
H -1.5746 -1.0485 2.8790 0.161 -0.009 -0.323 0.167
H -3.5849 -1.0976 1.1861 -0.643 -0.735 -0.117 0.465
C 2.6315 3.1369 0.5469 0.284 0.697 0.891 -0.628
C 1.9694 4.3472 1.2329 -0.107 -0.441 0.437 -0.059
O 1.0492 3.8458 2.2083 -0.312 -0.513 -0.193 -0.741
H 3.4605 3.4592 -0.0833 -0.256 0.050 -0.332 0.215
H 1.9481 2.4666 0.0257 -0.054 0.309 -0.091 0.207
H 3.1188 2.5797 1.3470 -0.128 -0.254 0.049 0.212
H 1.4694 5.0417 0.5579 0.000 -0.139 -0.274 0.162
H 2.6987 4.9092 1.8164 0.465 0.132 -0.415 0.160
H 0.4133 4.5172 2.4660 0.105 0.128 -0.098 0.471
C -0.0800 -2.6871 -2.2215 -0.346 -0.096 1.476 -0.646
C -0.8586 -3.7841 -2.9643 0.307 1.483 0.235 -0.071
O -1.3191 -3.1468 -4.1475 -0.551 -0.424 -0.972 -0.735
H -0.6963 -2.2534 -1.4340 -0.377 0.256 -0.233 0.220
H 0.1919 -1.8606 -2.8781 0.233 -0.326 -0.054 0.220
H 0.7479 -3.0162 -1.5934 0.445 -0.273 -0.528 0.203
H -1.7868 -4.0124 -2.4405 0.278 -0.397 0.224 0.176
H -0.2457 -4.6755 -3.0978 -0.199 -0.094 -0.378 0.163
H -0.7931 -3.3449 -4.9258 0.195 -0.152 0.200 0.469
O 0.4765 -0.7581 0.4264 -0.149 -0.097 -0.162 -0.938
H 1.1450 -1.1537 0.9857 0.161 -0.136 0.153 0.470
H 0.5765 0.1840 0.5625 0.007 0.293 0.059 0.471
```
Positions in Å, forces in eV/Å.

Values from the calculation:
- E_tot (eV) = -13665.0206
- E_LUMO (eV) = 0.618
- ΔE to the lowest compared entry with this formula, charge and spin (kJ/mol) = 171.12
- highest occupied orbital energy (eV) = -10.0


# 4
Computed, not measured: C5H18O5 as an isolated structure at a distorted geometry, with ωB97M-V with the def2-TZVPD basis set.

Geometry as XYZ:
```
28
Properties=species:S:1:pos:R:3:forces:R:3:nbo_charge:R:1
C -1.8359 -0.8114 -2.1030 1.913 -1.858 -1.109 -0.227
O -0.8529 -1.4682 -2.8883 -1.759 1.339 0.644 -0.990
H -1.5764 -0.9149 -1.0494 -0.394 0.050 0.568 0.094
H -2.0158 0.2553 -2.2369 0.269 0.969 -0.465 0.074
H -2.8367 -1.2337 -2.1926 -0.905 -0.495 -0.159 0.067
C 0.7540 -0.8601 0.2474 1.109 -0.995 0.930 -0.256
O 1.9464 -1.3567 -0.2506 -1.230 -2.444 1.256 -0.930
H 0.5937 -1.1497 1.2859 -0.132 -0.986 -1.168 0.095
H 0.9054 0.2085 0.3999 -0.490 0.768 -0.026 0.089
H -0.1192 -1.0098 -0.3876 0.043 -0.161 0.112 0.164
C -0.5543 -0.7914 2.9922 1.090 1.248 1.468 -0.250
O -0.3380 -1.4638 4.2629 -1.357 -0.890 -0.056 -0.775
H -1.1286 -1.3038 2.2204 0.132 -0.774 0.677 0.205
H -1.0751 0.1452 3.1915 -0.124 0.192 0.066 0.141
H 0.4230 -0.5579 2.5699 -0.513 0.210 0.384 0.203
H 0.4964 -1.2934 4.7060 0.065 0.407 -0.853 0.465
C 2.3712 0.4766 -2.5052 -0.896 0.771 1.211 -0.243
O 2.4388 0.6060 -1.0893 2.500 5.457 -3.468 -0.803
H 1.3486 0.7154 -2.7974 -0.283 -0.274 -0.488 0.163
H 2.9891 1.2390 -2.9795 0.478 0.141 -0.022 0.109
H 2.6066 -0.4997 -2.9290 0.134 -0.308 0.342 0.159
H 2.0069 -0.1454 -0.6765 0.701 -2.729 0.046 0.467
C -1.2770 1.6363 0.5911 0.965 1.056 1.084 -0.267
O -1.1066 2.8281 -0.1910 -0.704 -0.064 -0.162 -0.758
H -1.7165 1.8896 1.5558 -0.727 0.348 -0.129 0.134
H -1.8267 0.8252 0.1135 0.366 0.061 -0.180 0.197
H -0.2509 1.4381 0.9008 -0.335 -1.154 -0.196 0.192
H -0.3696 2.5967 -0.7609 0.086 0.117 -0.307 0.479
```
Positions in Å, forces in eV/Å.

Values from the calculation:
- E_tot (eV) = -15706.5721
- E_LUMO (eV) = 5.039
- ΔE to the lowest compared entry with this formula, charge and spin (kJ/mol) = 118.94
- charge = -2
- highest occupied orbital energy (eV) = 0.9


# 5
Computed, not measured: C5H19ClN3O4Zr as an isolated structure at a distorted geometry, with ωB97M-V with the def2-TZVPD basis set.

Geometry as XYZ:
```
33
Properties=species:S:1:pos:R:3:forces:R:3:nbo_charge:R:1
Zr -1.0871 -4.8829 0.8826 0.270 3.825 -0.109 2.047
Cl -1.7539 -2.4051 1.4551 0.606 -3.123 -0.687 -0.581
C -4.6059 1.3869 0.8035 -1.964 -0.706 0.522 0.732
O -4.9317 1.2174 -0.3692 0.896 0.070 0.512 -0.395
N -3.6580 0.6570 1.4481 2.262 -0.703 -0.373 -0.709
N -5.3756 2.0739 1.6837 -0.359 0.776 -0.077 -0.645
H -2.9881 0.0987 0.9347 -0.489 0.288 -0.534 0.404
H -3.5528 0.4863 2.4358 -0.797 0.537 0.240 0.423
H -5.1578 2.1458 2.6663 0.075 -0.240 0.073 0.424
H -6.3054 2.3834 1.4203 0.199 0.170 -0.287 0.451
C 3.4985 -0.7197 -1.0468 -0.834 1.212 0.130 -0.634
C 2.1989 -0.0437 -0.5572 0.124 -1.978 0.703 -0.034
C 1.4233 0.6281 -1.7229 -1.404 -0.562 -0.476 -0.088
O 2.2230 1.1942 -2.6799 -0.208 0.298 0.552 -0.287
C 2.6150 2.5330 -2.5268 0.450 0.360 -0.094 -0.281
N 1.2544 -1.0271 0.0579 -0.166 -0.201 0.607 -0.830
H 3.2801 -1.4184 -1.8538 -0.009 -0.025 -0.011 0.231
H 4.0917 -1.2040 -0.2748 -0.167 0.054 0.182 0.249
H 4.0638 0.1105 -1.4701 0.432 -0.312 -0.077 0.254
H 2.2736 0.6528 0.2883 0.775 0.698 -0.592 0.246
H 0.5963 1.2132 -1.3009 0.566 0.907 -0.031 0.209
H 0.8646 -0.1738 -2.2215 0.511 -0.298 -0.175 0.228
H 2.8999 2.7929 -1.4964 0.001 -0.307 0.143 0.227
H 1.7977 3.2363 -2.7514 -0.164 -0.128 -0.227 0.260
H 3.4519 2.6765 -3.2047 -0.126 0.182 -0.039 0.252
H 1.7124 -1.3882 0.8979 0.334 -0.141 -0.207 0.392
H 0.5050 -0.4785 0.4841 -0.237 -0.097 -0.255 0.383
O 0.4736 -3.7152 -0.2184 -0.743 -1.183 0.226 -1.043
H 1.1030 -4.0635 -0.8773 -0.069 -0.129 0.106 0.550
H 0.6030 -2.7088 -0.2401 0.116 0.680 0.130 0.556
O -0.4954 -0.1022 3.3473 0.091 0.181 -0.338 -0.896
H 0.2108 -0.7379 3.1924 0.003 -0.017 0.288 0.463
H -1.2290 -0.4177 2.8144 0.024 -0.088 0.176 0.443
```
Positions in Å, forces in eV/Å.

Values from the calculation:
- E_tot (eV) = -31919.0622
- E_LUMO (eV) = -15.953
- ΔE to the lowest compared entry with this formula, charge and spin (kJ/mol) = 28.56
- charge = +3
- highest occupied orbital energy (eV) = -17.9


# 6
Computed, not measured: a 5-piece molecular cluster, C5H19NO5S overall at a distorted geometry, with ωB97M-V with the def2-TZVPD basis set.

Geometry as XYZ:
```
31
Properties=species:S:1:pos:R:3:forces:R:3:nbo_charge:R:1
C 1.3605 -0.4037 -0.2529 0.192 1.042 0.421 -0.571
C 2.6143 -0.1793 0.5813 -0.177 -0.675 0.506 -0.534
S 2.8796 -1.5445 1.7669 0.645 0.317 -0.404 0.687
C 0.1509 -0.0951 0.6195 -0.572 0.192 -0.737 0.701
N -0.9589 -0.8382 0.5932 1.090 -0.754 1.345 -0.390
C -1.0903 -2.0054 -0.2590 -1.369 0.250 -0.799 -0.431
C -1.7494 -0.7997 1.8387 -0.649 0.454 -0.459 -0.418
O 0.2035 0.9366 1.3028 0.535 -0.185 0.612 -0.728
H 1.3983 -1.3311 -0.7965 0.048 -0.223 0.015 0.272
H 1.3774 0.4134 -0.9861 0.044 -0.143 -0.080 0.321
H 2.5086 0.6908 1.2428 -0.126 0.152 -0.046 0.315
H 3.5231 -0.0754 -0.0095 0.127 -0.228 0.161 0.285
H 1.6279 -1.8150 2.1903 -0.234 0.278 -0.170 0.150
H -1.7039 -2.7712 0.2145 0.551 -0.119 0.309 0.226
H -1.6656 -1.7698 -1.1665 0.180 0.265 0.216 0.239
H -0.1385 -2.3328 -0.6230 0.279 -0.666 0.118 0.212
H -1.9712 -1.8169 2.1250 -0.139 -0.245 0.069 0.207
H -2.6694 -0.2514 1.6702 -0.255 -0.017 0.046 0.236
H -1.2239 -0.2915 2.6431 0.192 -0.012 -0.185 0.227
H 0.7975 2.3594 0.3758 0.113 0.182 0.156 0.474
H 1.4907 3.7387 0.2667 0.005 0.059 0.056 0.475
O 1.0435 3.0601 -0.2453 0.073 -0.067 -0.213 -0.966
H -2.0160 3.0980 -0.0133 -0.212 -0.694 0.010 0.495
H -1.2577 2.0726 0.8028 -0.302 -0.204 0.049 0.492
O -2.0257 2.1434 0.2087 0.312 0.984 0.035 -0.959
H -1.4870 0.8534 -2.6395 -0.103 0.113 0.037 0.493
H -1.3007 1.2711 -1.1416 -0.344 0.242 -0.182 0.510
O -0.8931 0.7891 -1.8877 0.264 -0.170 0.037 -1.010
H 0.1249 -0.7766 -2.0973 -0.432 0.440 -0.942 0.488
H 0.5728 -0.9294 -3.5783 -0.069 0.114 0.075 0.487
O 0.4777 -1.3995 -2.7457 0.333 -0.684 -0.058 -0.985
```
Positions in Å, forces in eV/Å.

Values from the calculation:
- spin multiplicity = 2
- E_tot (eV) = -28047.4222
- E_LUMO (alpha / beta) (eV) = -3.752 / -8.911
- ΔE to the lowest compared entry with this formula, charge and spin (kJ/mol) = 0.00
- charge = +1
- highest occupied orbital energy (alpha / beta) (eV) = -13.3 / -13.3